## i
Here is C24H42Br4GeN3O7RbSb as an isolated structure from the Open Molecules 2025 dataset. Energies are from wB97M-V/def2-TZVPD.

Geometry as XYZ:
```
83
Properties=species:S:1:pos:R:3:lowdin_spin:R:1
O 0.45 -2.29 -0.82 0.0000
H 0.01 -4.42 3.07 0.0000
H -2.80 3.61 -4.47 0.0000
H -0.55 -4.79 -0.48 0.0000
O 0.04 -2.05 1.79 0.0000
Br -3.96 5.04 -0.11 0.0117
C 3.69 4.92 0.16 0.0000
C 2.33 3.05 0.51 0.0000
H -2.02 -2.37 4.40 0.0000
H -3.67 0.23 -3.48 0.0000
Ge 1.31 -2.92 0.74 0.0000
C 0.37 -3.58 3.67 0.0000
H 1.57 0.23 1.26 0.0000
H 2.50 -1.07 -1.76 0.0000
H 0.23 -1.25 5.04 0.0000
C -0.70 -2.33 -2.89 0.0000
C -2.94 2.90 1.41 0.0894
H -1.41 -4.84 -2.03 0.0000
O -2.01 1.11 2.66 0.2068
H -1.03 -2.94 -3.74 0.0000
C -0.30 1.87 -5.21 0.0000
Br -3.31 1.39 5.32 0.0073
C -2.91 0.49 -4.22 0.0000
C 4.29 -2.58 -0.34 0.0000
H -2.20 -1.38 2.94 0.0005
C 4.64 -0.43 0.87 0.0000
H -1.74 4.34 -3.22 0.0000
H 5.55 -0.25 0.30 0.0000
Rb -1.49 -0.33 0.10 -0.0003
H 4.21 4.45 -0.68 0.0000
C -4.21 -1.31 -1.15 0.0000
H 1.42 -0.99 3.74 0.0000
H 1.66 -4.56 -1.71 0.0000
H 3.63 -3.18 -0.96 0.0000
H -3.35 1.08 -5.03 0.0000
C 3.63 -1.26 0.06 0.0000
Br -5.69 5.85 2.63 0.0130
H 2.77 0.47 -0.95 0.0000
H 1.88 -3.22 -2.86 0.0000
N 1.92 2.19 1.47 0.0000
H 4.89 -0.97 1.79 0.0000
Br -5.37 4.02 5.35 0.0189
C 1.16 -3.94 -2.46 0.0000
H 0.45 2.66 -5.14 0.0000
C -2.79 2.08 2.64 0.1022
C -4.40 3.56 3.79 0.0987
H 0.20 0.94 -5.46 0.0000
H 0.28 1.17 1.77 0.0005
H 4.54 -3.17 0.55 0.0000
H -2.16 -3.15 2.81 0.0000
H -0.16 -0.17 3.69 0.0002
C 0.36 -1.10 3.97 0.0002
O 2.01 3.09 -0.65 0.0001
H 2.38 2.25 2.36 0.0000
H -2.50 -0.44 -4.62 0.0000
H 4.19 0.53 1.14 0.0000
H -1.87 -3.64 -0.82 0.0000
O 2.50 -1.44 0.87 0.0000
H -0.02 -1.56 -3.26 0.0000
O -2.30 2.61 0.39 0.2248
H 5.21 -2.39 -0.90 0.0000
N -5.16 -1.12 -1.80 0.0000
C -2.39 3.50 -3.46 0.0001
N 1.08 1.12 1.15 0.0009
H -1.60 -1.85 -2.49 0.0000
C 3.23 -0.49 -1.21 0.0000
C -3.83 4.03 1.48 0.0805
H -1.01 2.12 -5.99 0.0000
Sb -1.34 1.64 -3.32 0.0000
H 0.08 -3.73 4.71 0.0000
C -0.23 -2.26 3.16 0.0000
H 0.82 -4.58 -3.27 0.0000
C -1.03 -4.18 -1.25 0.0000
H 4.10 -0.29 -1.85 0.0000
C -3.55 2.48 3.80 0.0661
O 3.21 3.95 1.07 0.0000
H 2.87 5.51 -0.24 0.0000
H 1.46 -3.57 3.61 0.0000
C -1.75 -2.30 3.34 0.0006
H 4.37 5.56 0.72 0.0000
C -0.01 -3.18 -1.83 0.0000
H -3.20 3.47 -2.74 0.0001
C -4.54 4.35 2.61 0.0773
```

⟨S²⟩: 0.7699
Net charge: -2
Spin multiplicity: 2
Highest occupied orbital energy (alpha / beta) (Eh): -0.09408 / -0.09408
Frontier orbital gap (alpha / beta) (eV): 6.180 / 5.806

***

## ii
Here is C24H42Br4GeN3O7RbSb as an isolated structure from the Open Molecules 2025 dataset. Energies are from wB97M-V/def2-TZVPD.

Geometry as XYZ:
```
83
Properties=species:S:1:pos:R:3:lowdin_spin:R:1
C 1.96 -3.66 1.10 0.0000
O -0.14 -2.72 0.58 0.0000
H 1.88 -4.31 0.23 0.0000
C -2.42 -2.44 -2.26 0.0000
H -3.96 -3.67 -1.34 0.0000
N 1.58 -1.70 -1.81 -0.0002
Br 3.16 4.99 -1.53 0.0099
C 0.91 1.93 3.35 0.0008
O -1.94 -0.88 1.47 0.0001
H 3.93 2.99 3.55 0.0001
H 2.48 -2.74 0.80 0.0000
H 1.53 2.06 4.25 0.0001
C -3.09 -0.20 1.93 0.0000
O 2.25 -0.31 0.55 0.0001
C -1.49 -3.63 -2.53 0.0000
H 1.21 -1.44 2.47 0.0000
H 4.33 1.15 -2.20 0.0008
C -0.29 3.06 -4.07 0.0653
H -0.26 -5.29 1.27 0.0000
H -1.54 -4.33 -1.69 0.0000
C -3.91 0.33 0.75 0.0000
C -0.09 -4.62 2.12 0.0000
C 0.57 -3.32 1.64 0.0000
C 3.00 -0.30 -0.40 -0.0003
H -1.31 -1.05 -3.51 -0.0001
H 0.54 -5.13 2.85 0.0000
C 4.94 0.61 -1.47 0.0018
H 2.22 5.52 1.77 0.0001
H -0.46 -3.30 -2.62 0.0000
H 0.62 5.05 2.38 0.0000
H -4.22 -0.49 0.11 0.0000
C -2.33 -1.44 -3.41 0.0001
H 0.73 0.87 3.18 0.0000
C -0.94 3.39 0.36 0.0030
C 1.60 2.83 -2.46 0.0973
C 0.52 2.20 -3.27 0.1086
H -4.38 -1.94 2.21 0.0000
C 3.89 2.56 2.54 0.0008
H -4.79 -0.56 3.24 0.0000
H -2.00 0.60 3.61 0.0000
H -3.36 -1.55 3.60 0.0000
O 2.32 2.11 -1.76 0.2145
H 1.19 -2.08 -0.94 0.0000
Br -1.66 2.20 -5.04 0.0069
H -4.52 -2.08 -1.90 0.0000
C 1.69 4.81 2.41 0.0005
H -4.21 -3.38 -3.08 0.0000
C -2.61 0.97 2.79 0.0000
N 2.80 -1.02 -1.54 0.0000
H -1.06 -4.42 2.58 0.0000
H 3.30 -0.77 -2.37 0.0001
H -3.31 1.03 0.16 0.0000
C -3.97 -1.12 2.80 0.0000
H 5.35 -0.31 -1.90 0.0001
H 5.76 1.25 -1.15 0.0000
C 0.94 5.03 -3.35 0.0817
H -4.79 0.87 1.11 0.0000
O 4.18 0.34 -0.30 -0.0002
C 0.70 -2.34 2.81 0.0000
Ge -2.02 -2.54 0.61 0.0000
H 1.27 -2.79 3.64 0.0000
H 0.92 -1.04 -2.22 -0.0004
H 2.57 -4.16 1.86 0.0000
Rb -0.24 0.49 -0.62 0.0016
H -0.04 2.44 3.48 0.0000
H -2.99 -0.59 -3.22 0.0001
H -0.29 -2.06 3.17 0.0000
Sb 1.91 2.80 1.65 0.0028
H -1.78 -4.15 -3.44 0.0000
H -2.00 1.65 2.19 0.0000
Br -1.23 5.50 -5.17 0.0174
O -2.02 -1.75 -1.09 0.0001
H 2.07 4.88 3.43 0.0000
H -2.62 -1.90 -4.36 0.0000
Br 1.19 6.90 -3.43 0.0146
C -0.11 4.42 -4.11 0.0909
C -3.87 -2.93 -2.14 0.0000
H 4.65 3.04 1.91 0.0000
N -1.16 3.28 -0.79 0.0075
O 0.37 0.96 -3.21 0.2006
H -3.46 1.53 3.19 0.0000
H 4.12 1.50 2.59 0.0000
C 1.76 4.26 -2.57 0.0727
```

⟨S²⟩: 0.7679
Net charge: -2
Spin multiplicity: 2
Highest occupied orbital energy (alpha / beta) (Eh): -0.07842 / -0.08520
Frontier orbital gap (alpha / beta) (eV): 6.004 / 6.004

***

i is preferred energetically. Next in line: 2.1 kcal/mol higher.

***

## i
Here is the molecule C3H2N2O2 from the Open Molecules 2025 dataset. Energies are from wB97M-V/def2-TZVPD.

Geometry as XYZ:
```
9
Properties=species:S:1:pos:R:3:lowdin_charge:R:1
N 0.45 0.84 1.45 0.0549
H 1.59 -0.71 0.76 0.1135
C -0.06 0.08 -0.71 -0.2178
C -0.72 -1.13 -0.67 -0.2164
H 0.43 0.26 -1.78 0.1906
C 0.96 0.12 0.57 -0.0376
O -0.91 1.25 -0.29 -0.0408
N -1.12 -2.16 -0.40 0.2056
O -0.63 1.47 1.07 -0.0520
```

Net charge: 0
Spin multiplicity: 1
Highest occupied orbital energy (Eh): -0.38211
SMILES: N#C[C@@H]1C=NOO1
Frontier orbital gap (eV): 10.891

***

## ii
Here is the molecule C3H2N2O2 from the Open Molecules 2025 dataset. Energies are from wB97M-V/def2-TZVPD.

Geometry as XYZ:
```
9
Properties=species:S:1:pos:R:3:lowdin_charge:R:1
C 1.24 0.83 0.61 -0.2082
N -1.57 -1.14 -0.73 0.1202
O 1.61 1.96 0.42 0.0770
H 1.78 0.13 1.37 0.1433
C -0.40 -1.09 -0.20 -0.1362
C 0.03 0.20 0.01 -0.2354
N -0.92 0.99 -0.51 0.1338
O -1.88 0.22 -0.90 -0.0523
H 0.11 -2.10 -0.06 0.1579
```

Net charge: 0
Spin multiplicity: 1
Highest occupied orbital energy (Eh): -0.39816
SMILES: O=Cc1cnon1
Frontier orbital gap (eV): 10.340

***

## iii
Here is the molecule C3H2N2O2 from the Open Molecules 2025 dataset. Energies are from wB97M-V/def2-TZVPD.

Geometry as XYZ:
```
9
Properties=species:S:1:pos:R:3:lowdin_charge:R:1
H -1.38 2.13 0.19 0.1536
H 1.37 0.11 -1.17 0.0676
C -0.59 1.50 -0.22 -0.2779
C 0.13 -0.77 -0.05 -0.4092
O 0.27 1.85 -0.97 0.1001
N -0.05 -2.41 1.86 0.1944
C -0.15 -1.86 0.85 -0.1149
O -0.76 0.25 0.27 0.0592
N 1.16 -0.80 -0.76 0.2272
```

Net charge: 0
Spin multiplicity: 1
Highest occupied orbital energy (Eh): -0.41918
SMILES: [H]/N=C(/C#N)OC=O
Frontier orbital gap (eV): 11.235

***

## iv
Here is the molecule C3H2N2O2 from the Open Molecules 2025 dataset. Energies are from wB97M-V/def2-TZVPD.

Geometry as XYZ:
```
9
Properties=species:S:1:pos:R:3:lowdin_charge:R:1
N -1.08 -0.02 0.93 0.0986
H -2.18 -1.39 -0.15 0.1264
C -1.22 -0.91 0.02 -0.1666
C 1.02 -0.92 -0.74 0.1507
O 0.22 0.42 1.07 -0.1066
C 0.93 1.15 0.06 -0.3883
O 0.47 1.73 -0.87 0.0980
H 1.97 1.19 0.43 0.1444
N -0.13 -1.26 -0.75 0.0434
```

Net charge: 0
Spin multiplicity: 1
Highest occupied orbital energy (Eh): -0.40734
Frontier orbital gap (eV): 10.853

***

iii is preferred energetically. Next in line: 45.8 kcal/mol higher.

***

## i
Here is C3H2N2O2 as an isolated structure from the Open Molecules 2025 dataset. Energies are from wB97M-V/def2-TZVPD.

Geometry as XYZ:
```
9
Properties=species:S:1:pos:R:3:lowdin_charge:R:1
C -0.62 0.13 0.65 -0.4352
H 1.55 -1.33 0.24 0.1409
O -1.97 0.35 -0.95 -0.1025
C 0.03 0.16 -0.57 -0.2414
O 0.31 0.06 1.53 0.0509
N -0.82 0.03 -1.57 0.1386
H 2.14 0.65 0.19 0.1768
C 1.31 -0.23 0.13 0.1451
N -1.94 0.19 0.35 0.1268
```

Net charge: 0
Spin multiplicity: 1
Highest occupied orbital energy (Eh): -0.36090
Frontier orbital gap (eV): 9.860

***

## ii
Here is the molecule C3H2N2O2 from the Open Molecules 2025 dataset. Energies are from wB97M-V/def2-TZVPD.

Geometry as XYZ:
```
9
Properties=species:S:1:pos:R:3:lowdin_charge:R:1
H 2.70 -0.26 -0.44 0.0847
O 0.15 -0.27 -0.87 0.0408
C -1.25 0.02 -0.82 -0.3050
N -1.10 0.25 1.78 0.2124
C -0.04 0.15 1.34 -0.1032
C 0.91 -0.06 0.25 -0.4289
N 2.16 -0.09 0.40 0.1947
H -1.48 1.08 -0.65 0.1529
O -2.06 -0.82 -1.00 0.1517
```

Net charge: 0
Spin multiplicity: 1
Highest occupied orbital energy (Eh): -0.42644
SMILES: [H]/N=C(/C#N)OC=O
Frontier orbital gap (eV): 11.530

***

## iii
Here is the molecule C3H2N2O2 from the Open Molecules 2025 dataset. Energies are from wB97M-V/def2-TZVPD.

Geometry as XYZ:
```
9
Properties=species:S:1:pos:R:3:lowdin_charge:R:1
H 1.38 -2.31 0.03 0.0815
N 1.52 -1.31 0.04 0.1759
C 0.60 -0.51 0.05 -0.0611
O -2.76 -0.20 0.04 0.1050
O 1.34 1.83 0.04 0.1306
C 0.49 1.00 0.03 -0.4576
N -0.89 1.23 -0.01 0.1124
C -1.61 0.07 0.03 -0.2613
H -1.29 2.16 -0.05 0.1747
```

Net charge: 0
Spin multiplicity: 1
Highest occupied orbital energy (Eh): -0.30966
Frontier orbital gap (eV): 8.213

***

## iv
Here is C3H2N2O2 as an isolated structure from the Open Molecules 2025 dataset. Energies are from wB97M-V/def2-TZVPD.

Geometry as XYZ:
```
9
Properties=species:S:1:pos:R:3:lowdin_charge:R:1
O -0.21 0.38 -1.00 -0.0381
C 0.94 0.29 -0.46 -0.6292
O -1.99 -1.46 0.22 0.2112
H -1.87 0.62 0.56 0.1584
C 0.57 -0.12 0.95 0.0299
H 2.23 0.69 -1.76 0.0592
C -1.60 -0.42 0.51 -0.1083
N 2.17 0.43 -0.77 0.1308
N -0.23 -0.41 1.76 0.1860
```

Net charge: 0
Spin multiplicity: 1
Highest occupied orbital energy (Eh): -0.36714
Frontier orbital gap (eV): 9.086

***

ii is preferred energetically. Next in line: 20.0 kcal/mol higher.